This record from the Open Molecules 2025 dataset describes 2 unconnected molecules or ions with the total composition C2H10N4 in a non-equilibrium geometry. The level of theory is wB97M-V/def2-TZVPD.

The geometry in XYZ format:
```
16
C2H10N4, DFT wB97M-V/def2-TZVPD
H -1.436 1.755 2.472
N -1.372 1.534 1.482
C -0.697 2.458 0.904
N -0.169 2.282 -0.335
H -0.434 3.389 1.390
H 0.044 3.083 -0.906
H -0.421 1.420 -0.802
N 1.451 -2.266 0.186
C 0.472 -2.102 -0.831
N -0.182 -0.778 -0.805
H 1.217 -2.202 1.157
H 2.357 -1.935 -0.090
H -0.303 -2.874 -0.773
H 0.933 -2.344 -1.785
H -0.480 -0.707 0.163
H -0.980 -0.712 -1.427
```

- E_LUMO (eV) = 1.12
- net charge = 0
- SMILES = [H]/N=C/N.NCN
- M (g mol⁻¹) = 90.13
- ΔE to the lowest compared entry with this formula, charge and spin (kJ/mol) = 66.7
- Kohn-Sham gap (Ha) = 0.372
- highest occupied orbital energy (hartree) = -0.3310

This record from the Open Molecules 2025 dataset describes 2 unconnected molecules or ions with the total composition C2H10N4 in a non-equilibrium geometry. The level of theory is wB97M-V/def2-TZVPD.

The geometry in XYZ format:
```
16
C2H10N4, DFT wB97M-V/def2-TZVPD
H 2.012 0.933 -0.492
N 1.569 1.679 0.076
N 2.269 1.871 1.094
H 1.838 2.612 1.670
C -0.871 -0.628 -1.442
N -1.109 -0.610 -0.011
C -0.284 -1.556 0.705
N -0.994 0.654 0.581
H -1.063 -1.630 -1.819
H 0.160 -0.341 -1.701
H -1.558 0.066 -1.926
H 0.790 -1.354 0.576
H -0.527 -1.486 1.762
H -0.501 -2.560 0.347
H -1.680 1.274 0.159
H -0.051 1.077 0.421
```

- E_LUMO (eV) = 0.28
- net charge = 0
- SMILES = [H]/N=N/[H].CN(C)N
- M (g mol⁻¹) = 90.13
- ΔE to the lowest compared entry with this formula, charge and spin (kJ/mol) = 324.0
- Kohn-Sham gap (Ha) = 0.308
- highest occupied orbital energy (hartree) = -0.2974

This record from the Open Molecules 2025 dataset describes 2 unconnected molecules or ions with the total composition C2H10N4 in a non-equilibrium geometry. The level of theory is wB97M-V/def2-TZVPD.

The geometry in XYZ format:
```
16
C2H10N4, DFT wB97M-V/def2-TZVPD
N 1.278 0.339 -0.217
C 0.801 0.067 -1.554
N 1.513 -0.893 -2.391
H 2.208 0.150 0.156
H 0.971 1.246 0.126
H 0.627 0.999 -2.046
H -0.151 -0.471 -1.445
H 1.876 -1.580 -1.740
H 2.399 -0.467 -2.676
N -1.556 -0.353 0.660
C -1.661 -0.064 2.023
N -1.880 1.119 2.409
H -2.145 0.330 0.202
H -0.661 -0.748 0.408
H -1.465 -0.896 2.705
H -2.155 1.222 3.380
```

- E_LUMO (alpha / beta) (eV) = -3.05 / -8.95
- net charge = +1
- M (g mol⁻¹) = 90.13
- ΔE to the lowest compared entry with this formula, charge and spin (kJ/mol) = 45.4
- spin multiplicity = 2
- Kohn-Sham gap (alpha / beta) (Ha) = 0.430 / 0.175
- highest occupied orbital energy (alpha / beta) (hartree) = -0.5419 / -0.5038

This record from the Open Molecules 2025 dataset describes a single C2H10N4O molecule in a non-equilibrium geometry. The level of theory is wB97M-V/def2-TZVPD.

The geometry in XYZ format:
```
17
C2H10N4O, DFT wB97M-V/def2-TZVPD
C 1.498 -0.341 -1.227
N 0.806 -0.202 0.066
N 1.495 -0.393 1.283
C -0.743 -0.217 0.027
N -1.260 -0.479 1.321
N -1.128 1.093 -0.391
O -2.472 1.254 -0.907
H 1.159 -1.254 -1.726
H 1.254 0.527 -1.845
H 2.582 -0.388 -1.082
H 1.413 -1.381 1.545
H 2.493 -0.217 1.140
H -1.081 -0.976 -0.683
H -0.644 -0.469 2.124
H -2.246 -0.661 1.459
H -0.522 1.882 -0.177
H -2.605 2.222 -0.927
```

- E_LUMO (eV) = 0.96
- net charge = 0
- SMILES = CN(N)[C@@H](N)NO
- M (g mol⁻¹) = 106.13
- ΔE to the lowest compared entry with this formula, charge and spin (kJ/mol) = 523.4
- Kohn-Sham gap (Ha) = 0.311
- highest occupied orbital energy (hartree) = -0.2761

This record from the Open Molecules 2025 dataset describes 3 unconnected molecules or ions with the total composition C2H10N4S in a non-equilibrium geometry. The level of theory is wB97M-V/def2-TZVPD.

The geometry in XYZ format:
```
17
C2H10N4S, DFT wB97M-V/def2-TZVPD
C 17.290 2.178 5.310
C -15.830 -2.962 -5.224
N 17.309 1.312 4.339
N -15.332 -1.706 -3.193
N 17.459 -0.008 4.536
N -15.589 -2.272 -4.119
S -14.773 1.922 -2.636
H 17.266 1.786 6.273
H 17.204 3.168 5.109
H -14.830 -3.084 -5.657
H -16.169 -4.002 -5.062
H -16.390 -2.457 -5.946
H 17.219 1.677 3.295
H 17.479 -0.546 3.707
H 17.285 -0.345 5.432
H -14.018 2.411 -3.613
H -15.579 2.928 -2.551
```

- E_LUMO (eV) = -6.56
- net charge = +2
- M (g mol⁻¹) = 122.20
- ΔE to the lowest compared entry with this formula, charge and spin (kJ/mol) = 0.0
- Kohn-Sham gap (Ha) = 0.243
- highest occupied orbital energy (hartree) = -0.4844

This record from the Open Molecules 2025 dataset describes 2 unconnected molecules or ions with the total composition C2H10N5 in a non-equilibrium geometry. The level of theory is wB97M-V/def2-TZVPD.

The geometry in XYZ format:
```
17
C2H10N5, DFT wB97M-V/def2-TZVPD
C 1.174 0.028 -0.070
C -2.438 0.680 0.056
N -1.281 0.520 0.508
N 2.122 -0.782 0.328
N 1.382 1.226 -0.610
N -2.670 0.281 -1.152
N 1.807 -1.998 0.937
H 0.178 -0.284 0.088
H -3.280 1.163 0.588
H -1.001 0.839 1.450
H 3.116 -0.576 0.362
H 2.156 1.792 -0.542
H 0.608 1.700 -1.027
H -1.785 0.026 -1.533
H -3.538 0.272 -1.779
H 2.063 -2.827 0.504
H 1.388 -2.059 1.892
```

- E_LUMO (eV) = -3.02
- net charge = +1
- M (g mol⁻¹) = 104.14
- ΔE to the lowest compared entry with this formula, charge and spin (kJ/mol) = 317.8
- Kohn-Sham gap (Ha) = 0.367
- highest occupied orbital energy (hartree) = -0.4782